Entry 1:
Entry from the OMol25 dataset: a 4-piece molecular cluster, C12H20F3N3O12 overall at a distorted geometry (ωB97M-V/def2-TZVPD).

Summary:
- SMILES = COC[C@@]1(O)OC(=O)O[C@@]1(O)CCC(F)=C(F)F.C[N+](=O)[O-].C[N+](=O)[O-].C[N+](=O)[O-]
- 2S+1 = 1
- charge = 0
- E_tot (eV) = -49947.5989
- E_HOMO (eV) = -8.87

Geometry (Å):
1 H -1.728 -4.018 2.059
2 H 0.443 2.078 1.080
3 O -3.207 -1.242 1.711
4 O -4.098 -1.109 -0.328
5 F 2.561 0.301 -1.288
6 C 2.330 0.532 -0.017
7 H -1.015 -2.425 1.783
8 C 5.670 2.666 0.915
9 O -7.370 0.164 -2.151
10 C 0.059 1.052 0.999
11 H -0.772 0.496 -1.002
12 C -2.434 0.541 0.434
13 H 4.979 2.613 1.749
14 C -5.887 0.878 -3.780
15 H -2.350 -2.070 -1.396
16 N -6.451 0.916 -2.404
17 H 5.144 2.884 -0.010
18 C -1.930 -1.986 -0.384
19 O -5.945 1.703 -1.629
20 C -1.153 -3.418 1.334
21 H 4.625 -1.212 -1.068
22 H 5.181 -2.911 -1.139
23 H -6.430 0.137 -4.357
24 O -2.875 1.020 1.716
25 C 5.026 -2.048 -0.501
26 C -1.074 1.032 -0.091
27 H -6.007 1.869 -4.210
28 F 1.068 -1.183 0.943
29 H 6.246 1.748 0.833
30 H -4.537 -1.806 0.185
31 O -4.173 -0.034 3.264
32 H -0.890 -1.633 -0.531
33 H -0.207 -3.944 1.144
34 N 6.629 3.778 1.158
35 C 1.196 0.140 0.645
36 H -0.406 0.800 1.967
37 O 6.339 -0.659 0.797
38 N 6.342 -1.623 0.053
39 F 3.265 1.181 0.640
40 H -1.232 2.071 -0.410
41 C -2.841 -0.957 0.358
42 H -4.148 1.318 0.027
43 H 4.382 -2.297 0.339
44 C -3.491 -0.032 2.338
45 O -3.318 1.232 -0.466
46 O 7.319 -2.262 -0.271
47 O 7.474 3.969 0.306
48 H -4.837 0.611 -3.694
49 O 6.501 4.417 2.184
50 O -1.974 -3.275 0.168

***

Entry 2:
Entry from the OMol25 dataset: a 2-piece molecular cluster, C3H9BrO3Si overall at a distorted geometry (ωB97M-V/def2-TZVPD).

Summary:
- SMILES = OC[SiH](Br)CO.C=O
- 2S+1 = 1
- charge = 0
- E_tot (eV) = -87318.0628
- energy relative to the best compared isomer or geometry (same formula, charge and spin) (eV) = 4.7225
- E_HOMO (eV) = -9.94

Geometry (Å):
1 H -0.146 -1.029 0.804
2 H 2.691 -0.014 0.314
3 C -3.191 -0.380 2.040
4 H -2.180 -0.874 -0.053
5 H 3.396 0.022 -1.313
6 H -3.361 0.657 2.341
7 C 2.646 0.466 -0.711
8 H -0.579 0.770 0.534
9 O -2.249 -0.905 2.570
10 H 3.605 2.179 -0.177
11 H -3.730 -0.831 1.158
12 Si 0.996 -0.047 -1.357
13 O 2.778 1.862 -0.491
14 H 0.311 0.948 -2.096
15 Br 0.876 -1.748 -2.812
16 O -1.479 -0.734 -0.732
17 C -0.386 -0.342 -0.019

***

Entry 3:
Entry from the OMol25 dataset: a 2-piece molecular cluster, CH3N3O3 overall at a distorted geometry (ωB97M-V/def2-TZVPD).

Summary:
- 2S+1 = 1
- charge = 0
- E_tot (eV) = -11691.8128
- energy relative to the best compared isomer or geometry (same formula, charge and spin) (eV) = 4.0704
- E_HOMO (eV) = -8.96

Geometry (Å):
1 H 1.632 -0.977 -0.985
2 C -0.775 0.239 1.838
3 N -0.689 -0.030 -1.096
4 N 1.507 -0.248 -0.279
5 H -1.766 0.344 1.425
6 O -0.060 0.159 2.730
7 O -1.855 0.133 -0.775
8 N 0.204 0.090 -0.137
9 O -0.285 -0.273 -2.223
10 H 2.085 0.564 -0.497

***

Entry 4:
Entry from the OMol25 dataset: a 2-piece molecular cluster, C4H5N2O2S overall at a distorted geometry (ωB97M-V/def2-TZVPD).

Summary:
- 2S+1 = 1
- charge = -1
- E_tot (eV) = -22135.5221
- energy relative to the best compared isomer or geometry (same formula, charge and spin) (eV) = 5.9332
- E_HOMO (spin up / spin down) (eV) = -4.02 / -3.27

Geometry (Å):
1 N -1.801 -1.097 -0.125
2 O 3.904 -0.011 -0.316
3 H 2.210 -1.804 1.074
4 H 0.350 0.892 0.993
5 C -2.537 0.069 -0.063
6 H 1.470 -0.693 2.247
7 C 2.353 -0.829 1.527
8 H -3.567 0.081 0.004
9 N -0.505 0.513 0.491
10 S 2.566 0.251 0.211
11 C -0.591 -0.781 0.221
12 H -1.962 2.069 0.561
13 C -1.706 1.074 0.400
14 O 2.399 1.690 0.565

***

Entry 5:
Entry from the OMol25 dataset: a 3-piece molecular cluster, C18H30N2O8PS overall at a distorted geometry (ωB97M-V/def2-TZVPD).

Summary:
- 2S+1 = 1
- charge = +1
- E_tot (eV) = -58630.4321
- E_HOMO (eV) = -11.49

Geometry (Å):
1 H 0.692 -4.998 0.005
2 H -0.153 -1.320 -1.015
3 O -3.685 1.431 -4.608
4 H 4.106 0.410 -4.298
5 H 2.479 0.994 -3.906
6 H 0.375 1.410 -1.190
7 H 0.457 -1.185 1.177
8 O 3.532 -4.367 -0.996
9 C 0.158 -0.206 0.775
10 C -3.997 2.896 -2.786
11 P -0.481 4.166 3.843
12 N -2.055 -1.374 2.117
13 C -0.641 0.505 1.836
14 C -0.988 2.456 3.245
15 H 1.350 -3.729 1.076
16 C -0.280 1.766 2.217
17 H -2.417 1.362 -0.881
18 H 4.918 -1.803 -3.028
19 H 3.479 -2.678 -3.628
20 H -5.047 2.903 -3.076
21 C 1.429 -4.198 0.094
22 H 3.280 -5.410 1.888
23 H -0.126 0.380 -2.562
24 H -4.768 0.075 3.347
25 H -1.182 3.549 5.835
26 O -2.395 0.911 -2.891
27 H 2.510 2.126 0.761
28 H -2.054 5.331 2.855
29 H 3.772 -2.531 -1.889
30 O -1.141 4.381 5.346
31 C 3.076 -0.743 -2.817
32 O -1.082 5.288 2.830
33 C 3.281 -5.811 0.873
34 H -3.486 3.794 -3.141
35 H -2.995 -1.654 2.383
36 H -2.605 2.309 4.579
37 H 4.292 -6.119 0.619
38 C 3.864 -2.023 -2.845
39 H 2.670 -0.461 -4.900
40 H -3.974 2.854 -1.693
41 C 3.086 0.103 -4.064
42 C 2.821 -4.755 -0.099
43 C -1.739 -0.105 2.474
44 C -0.406 0.749 -1.576
45 C -1.752 1.492 -1.746
46 N -2.409 0.567 3.415
47 C -3.351 1.698 -3.481
48 H -1.958 -1.538 1.120
49 O 2.126 1.955 1.635
50 H -1.664 -0.615 -0.472
51 O 2.454 -0.398 -1.830
52 C 0.890 2.519 1.615
53 S -3.764 -0.129 4.244
54 H 2.624 -6.680 0.819
55 O 0.719 3.625 1.162
56 H 1.232 -3.450 -0.673
57 C -0.587 -0.421 -0.563
58 H 1.091 0.303 0.544
59 C -2.040 1.828 3.789
60 H -1.543 2.562 -1.866

***

Entry 6:
Entry from the OMol25 dataset: an isolated ion of composition C7H12N and charge +1 at a distorted geometry (ωB97M-V/def2-TZVPD).

Summary:
- SMILES = C=CC[C@H]1C(C)=[N+]1C
- 2S+1 = 1
- charge = +1
- E_tot (eV) = -8932.9681
- energy relative to the best compared isomer or geometry (same formula, charge and spin) (eV) = 4.0341
- E_HOMO (eV) = -13.31

Geometry (Å):
1 C -3.730 -0.097 -0.142
2 H 1.142 2.833 0.326
3 C 1.239 0.704 -0.175
4 H -4.594 0.497 -0.626
5 C 1.853 1.973 0.060
6 H -4.105 -1.156 -0.052
7 H -1.413 -1.353 0.535
8 H -0.849 0.051 1.275
9 H 1.741 -2.376 0.603
10 H -2.351 1.446 -0.105
11 N 1.377 -0.559 -0.147
12 H 3.182 -1.374 0.495
13 C -2.491 0.288 -0.005
14 H 2.083 2.334 -0.950
15 C 0.055 -0.082 -0.606
16 H 2.921 1.970 0.466
17 C 2.204 -1.732 -0.011
18 C -1.138 -0.329 0.367
19 H 2.417 -2.234 -0.890
20 H -0.264 -0.003 -1.636